--- w ---
C18H33BN6ORhSeSi | the ωB97M-V functional and the def2-TZVPD basis

Last column: Löwdin charge in e.
Atoms and positions in Å:
H -4.6752 -0.2911 1.6694  0.045
C 0.8991 3.9463 0.5683  -0.001
H -0.6942 3.9408 -1.9627  0.128
Si -3.6462 -0.2607 -0.5533  0.199
Se -2.1551 -1.6090 -1.7118  0.475
H -0.6332 0.5961 -3.7790  0.078
N 2.5813 0.1461 0.0351  0.036
H -6.0428 0.0513 -1.0586  0.041
C -1.2422 1.3375 -3.2615  -0.050
Rh 0.1003 -1.1202 -1.0532  0.910
H -5.1139 -0.1580 -2.5458  0.033
C 0.5887 -0.4689 2.9167  -0.243
C 3.1694 -2.1723 -2.6651  -0.020
N 2.1726 -0.7545 -0.8896  -0.020
C 3.2505 -1.2012 -1.5344  -0.306
H 4.5103 0.9592 1.9291  0.085
C 3.9203 0.2696 -0.0117  -0.250
C 1.2043 0.4066 3.9539  -0.001
H 0.8436 1.4312 3.8682  0.090
N 0.7124 -0.2343 1.6020  0.055
C 4.6758 1.1965 0.8781  -0.003
H 0.5840 4.9244 0.2129  0.090
H -4.1204 -1.9096 1.2361  0.033
H 2.1384 -2.3911 -2.9357  0.057
C -1.3094 -3.2548 1.4674  -0.039
H 3.6629 -3.1118 -2.4127  0.090
H 5.7406 1.1158 0.6735  0.089
H -5.5073 -1.5596 -1.5449  0.035
H -1.3176 2.2197 -3.8942  0.093
H 3.6727 -1.7672 -3.5423  0.091
H -0.4227 -3.7032 -1.1679  0.041
C -0.6165 1.7302 -1.9628  -0.351
N 0.0561 -1.1969 0.9110  -0.030
H -2.1949 1.6688 0.0207  0.024
C -5.2231 -0.5065 -1.5174  -0.226
C -0.5018 -2.0438 1.7857  -0.307
C -3.1480 1.5357 -0.4951  -0.194
H 1.0411 -3.6026 -0.5832  0.103
N 0.5506 1.5766 -0.1170  0.051
B 1.5012 0.8639 0.8600  -0.492
H -3.0651 1.9806 -1.4874  0.027
C -3.8607 -0.8508 1.2024  -0.205
C -0.1703 -1.6141 3.0703  0.037
C 0.3500 2.8899 -0.3278  -0.250
H -3.9063 2.1008 0.0533  0.052
H 0.9499 0.0333 4.9430  0.090
H 4.3746 2.2317 0.7164  0.085
H 5.4062 -0.7214 -1.3037  0.121
H 2.2900 0.4240 3.8609  0.087
H -2.1808 -3.2767 2.1173  0.089
H -0.7318 -4.1577 1.6736  0.095
C 4.3835 -0.5801 -0.9983  0.035
H -2.2321 0.9015 -3.1400  0.031
O 0.4133 -3.2137 -1.2056  -0.143
H 0.5447 3.8223 1.5915  0.090
N -0.0538 0.8710 -1.1096  -0.061
H 1.9837 1.6343 1.6265  0.122
H 1.9887 3.9229 0.5853  0.084
H -0.4654 -2.0824 3.9935  0.127
H -2.9595 -0.6808 1.7937  0.022
C -0.3845 3.0239 -1.4915  0.026
H -1.6863 -3.2575 0.4478  0.002

Computed properties:
- net charge = +1
- orbital gap (spin up / spin down) (eV) = 6.97 / 6.97



--- x ---
C18H33BN6ORhSeSi | the ωB97M-V functional and the def2-TZVPD basis

Last column: Löwdin charge in e.
Atoms and positions in Å:
H -4.8507 -3.0097 -1.7348  0.089
H -4.9334 1.7118 2.9171  0.088
H 0.3434 3.1116 0.0095  0.061
C -1.4030 2.4399 1.0716  -0.308
H -2.8150 -3.8138 2.5083  0.087
N -1.1785 -0.8061 -1.1928  -0.043
O 1.7129 1.1768 1.0441  -0.145
H -3.3529 -1.5145 1.4618  0.120
N -1.1078 -1.7161 1.7090  0.052
N -2.2227 -1.3234 -0.4896  0.043
N -2.2749 0.4553 1.2834  0.036
H 0.7428 -3.5301 3.6560  0.126
H -3.0411 -2.0912 -3.5309  0.122
H -5.0679 0.3850 1.7611  0.087
C -2.6116 2.5790 1.7591  0.035
H -0.2671 0.4847 -3.4941  0.078
H -4.2356 0.1346 3.2940  0.086
H -3.0554 3.4946 2.1105  0.121
H 2.8295 -1.1747 1.2505  0.003
H -4.1355 -3.3774 -0.1633  0.086
H -1.8940 -4.0446 3.9971  0.090
H -5.0081 -1.8653 -0.4007  0.087
N -1.2111 1.1470 0.8082  -0.035
C -2.5847 -1.7612 -2.6135  0.036
C -4.3374 -2.5797 -0.8780  -0.005
C -3.1361 1.3038 1.8732  -0.251
H 4.1663 -3.0084 0.0466  0.027
H 4.9653 -2.9456 -3.5618  0.042
H -2.8520 -2.5796 3.7647  0.088
C 0.3218 -2.8467 2.9384  0.038
H 5.1294 -1.4839 -2.5801  0.034
C 4.4277 -2.0822 -3.1617  -0.228
H 2.6151 0.8268 1.0739  0.051
H 0.8352 -3.7945 -2.4209  0.036
H 2.0707 -4.5231 -3.4517  0.041
H -1.0005 4.2534 0.0408  0.091
C -1.0182 -2.6567 2.6601  -0.247
C -2.2145 -3.3081 3.2641  0.000
Si 3.0002 -2.6546 -2.1146  0.217
C -3.0787 -1.9237 -1.3320  -0.249
H 2.9654 -2.8150 1.8332  0.068
H 4.0797 -1.4826 -4.0038  0.036
N 0.1410 -1.2990 1.3632  -0.024
H -0.0178 4.0238 1.4777  0.090
C -0.5513 -0.5596 -3.6192  -0.045
C -4.4136 0.8549 2.4955  -0.005
C 3.5167 -3.6022 -0.5957  -0.221
H 2.6352 -3.9141 -0.0293  0.032
C 1.0274 -1.9879 2.0980  -0.287
H 2.8952 -1.5079 3.0036  0.099
H 1.3323 -2.9978 -3.9200  0.019
C -1.3966 -1.0424 -2.4911  -0.303
H 1.4052 1.3088 1.9509  0.099
C 1.6872 -3.5747 -3.0682  -0.210
C 2.5089 -1.8475 2.0415  -0.038
H 0.3632 -1.1351 -3.7102  0.022
Se 2.1668 -0.5944 -1.4024  0.470
Rh 0.2932 0.0358 -0.1000  0.877
C -0.4619 3.5082 0.6255  -0.021
B -2.3372 -1.0682 1.0342  -0.478
H 4.0604 -4.5054 -0.8829  0.045
H -1.1194 -0.6551 -4.5424  0.090

Computed properties:
- net charge = +1
- orbital gap (spin up / spin down) (eV) = 6.85 / 6.85



Sorted by energy, starting with the most stable: w, x.



--- w ---
C3H4F3N | the ωB97M-V functional and the def2-TZVPD basis

Last column: Löwdin charge in e.
Atoms and positions in Å:
H 0.5694 0.0624 1.7507  0.181
F 0.0063 1.6765 -1.9084  0.214
C -0.4429 -1.0480 -0.0950  -0.049
N -0.5957 0.3966 -0.0870  0.065
C -0.3882 -0.3326 1.1533  -0.064
C 0.1293 1.3378 -0.6263  -0.301
F 0.7053 2.2717 0.0093  0.276
H -1.1491 -0.2539 1.8637  0.093
H -1.3563 -1.6262 -0.3732  0.142
H 0.5735 -1.2539 -0.6120  0.035
F 1.9484 -1.2303 -1.0751  -0.592

Computed properties:
- net charge = 0
- orbital gap (spin up / spin down) (eV) = 7.85 / 7.85



--- x ---
C3H4F3N | the ωB97M-V functional and the def2-TZVPD basis

Last column: Löwdin charge in e.
Atoms and positions in Å:
F 2.0545 0.1046 1.4435  0.017
H -2.7001 -0.4866 0.6144  0.055
H 0.5224 -0.4412 -1.3483  0.151
C -1.9660 0.0976 0.1497  0.086
H 0.5023 1.2609 -0.9313  0.157
F 2.7919 0.1400 -0.5162  -0.004
C 0.5384 0.2304 -0.4544  -0.105
C -0.6849 -0.1916 0.2906  -0.345
N 1.7029 -0.3117 0.1857  -0.131
F -0.4149 -1.2104 1.1421  0.047
H -2.3464 0.8078 -0.5757  0.072

Computed properties:
- net charge = 0
- SMILES = C=C(F)CN(F)F
- orbital gap (eV) = 10.91



Sorted by energy, starting with the most stable: w, x.



--- w ---
C2H3NO2 | the ωB97M-V functional and the def2-TZVPD basis

Last column: Löwdin charge in e.
Atoms and positions in Å:
H -1.8142 0.5288 -1.3633  0.126
O 0.2526 1.1812 0.3619  -0.011
N -1.2635 0.1146 -2.1788  0.182
H 1.1086 -0.5730 0.1249  0.080
O 0.8060 -0.6364 -2.8680  0.148
C -0.1381 -0.2409 -2.3289  -0.477
C 1.0158 0.3404 0.7613  -0.117
H 1.5382 0.2938 1.6912  0.069

Computed properties:
- net charge = 0
- SMILES = N=C=O.C=O
- orbital gap (eV) = 11.06



--- x ---
C2H3NO2 | the ωB97M-V functional and the def2-TZVPD basis

Last column: Löwdin charge in e.
Atoms and positions in Å:
O 0.1809 1.7943 0.1389  0.105
C 0.1536 -0.5617 0.1952  -0.144
C 0.6530 0.8202 -0.2759  -0.284
O -2.1128 -0.4246 0.2091  0.018
H 1.4818 0.7899 -1.1543  0.157
H -0.0302 -0.3080 1.2534  0.133
N -1.1562 -0.8502 -0.3993  -0.040
H 0.8300 -1.2600 0.0329  0.056

Computed properties:
- net charge = 0
- SMILES = O=CCN=O
- orbital gap (eV) = 8.93



Sorted by energy, starting with the most stable: w, x.



--- w ---
C2H3NO2 | the ωB97M-V functional and the def2-TZVPD basis

Last column: Löwdin charge in e.
Atoms and positions in Å:
O 1.0827 -0.8588 0.4826  0.032
O 0.1701 1.3547 0.2719  -0.091
H 1.5827 0.2461 -1.2615  0.180
C 0.7839 0.1635 -0.4354  -0.210
H -1.7757 0.9418 0.4145  0.168
N -0.8423 0.4804 0.7622  -0.003
C -0.2603 -0.7014 0.0743  -0.237
H -0.7410 -1.6263 -0.3085  0.161

Computed properties:
- net charge = 0
- SMILES = N1O[C@H]2O[C@@H]12
- orbital gap (eV) = 10.28



--- x ---
C2H3NO2 | the ωB97M-V functional and the def2-TZVPD basis

Last column: Löwdin charge in e.
Atoms and positions in Å:
H -0.4410 -1.2758 -0.9754  0.105
O -1.1685 0.5142 -0.1278  -0.107
C -0.5747 -0.7937 -0.0453  -0.041
N 0.0362 1.1542 0.1299  0.034
C 0.8222 -0.0215 0.0787  -0.414
H 0.1518 2.2535 0.2435  0.214
H -0.7933 -1.4926 0.7486  0.120
O 1.9673 -0.3383 -0.0523  0.089

Computed properties:
- net charge = 0
- SMILES = O=C1CON1
- orbital gap (eV) = 10.11



Sorted by energy, starting with the most stable: x, w.



--- w ---
C2H3NO2 | the ωB97M-V functional and the def2-TZVPD basis

Last column: Löwdin charge in e.
Atoms and positions in Å:
O -0.7414 0.8367 1.0199  -0.025
H -1.2680 -0.4712 -0.5863  0.126
C -0.9100 -0.4258 0.4800  -0.271
N 0.3724 0.0053 0.7318  -0.029
H 1.2031 -0.5377 -1.2590  0.150
C 1.0953 0.4406 -0.6401  -0.224
O 1.5872 1.4713 -0.8681  0.123
H -1.3386 -1.3192 1.1218  0.150

Computed properties:
- net charge = 0
- SMILES = O=CN1CO1
- orbital gap (eV) = 10.54



--- x ---
C2H3NO2 | the ωB97M-V functional and the def2-TZVPD basis

Last column: Löwdin charge in e.
Atoms and positions in Å:
N -0.5187 -0.2493 -0.3849  0.088
C -0.2421 0.9829 0.1651  -0.301
H -1.3465 -0.3949 -0.9267  0.139
H 0.0806 -2.3008 -0.6746  0.142
H 0.7647 0.9431 0.6728  0.150
O -1.0252 1.9182 0.1609  0.042
C 0.3956 -1.3086 -0.2568  -0.302
O 1.4266 -1.2367 0.3608  0.042

Computed properties:
- net charge = 0
- SMILES = O=CNC=O
- orbital gap (eV) = 10.94



--- y ---
C2H3NO2 | the ωB97M-V functional and the def2-TZVPD basis

Last column: Löwdin charge in e.
Atoms and positions in Å:
H -0.5220 -1.4296 -0.6671  0.140
O -1.1641 0.2043 0.0683  -0.246
C -0.2209 -0.7989 0.1596  -0.194
C 0.9636 -0.0525 -0.0248  -0.237
N -0.3476 1.4122 0.0919  0.026
H -0.5482 1.8582 -0.8617  0.073
O 2.0635 0.0955 0.0119  0.257
H -0.2243 -1.2891 1.2220  0.181

Computed properties:
- net charge = 0
- orbital gap (spin up / spin down) (eV) = 9.07 / 9.08



Sorted by energy, starting with the most stable: x, w, y.



--- w ---
C2H3NO2 | the ωB97M-V functional and the def2-TZVPD basis

Last column: Löwdin charge in e.
Atoms and positions in Å:
O -1.1707 -1.4852 0.1371  -0.091
N -0.4767 -1.0784 -0.8803  0.034
C 0.5358 0.6818 0.3292  0.075
H 0.8134 1.7612 0.4572  0.088
H 0.2528 0.6294 -1.8661  0.169
O -0.9602 -0.8832 1.3351  -0.101
C 0.2170 0.0285 -0.8149  -0.225
H 0.7884 0.3459 1.3028  0.052

Computed properties:
- net charge = 0
- orbital gap (spin up / spin down) (eV) = 8.68 / 8.27



--- x ---
C2H3NO2 | the ωB97M-V functional and the def2-TZVPD basis

Last column: Löwdin charge in e.
Atoms and positions in Å:
N 0.3232 0.2778 -0.6521  0.027
O 2.1197 0.2080 0.9439  0.206
H -0.8736 0.0841 1.0051  0.075
H -1.4796 -0.6274 -0.4001  0.097
O 0.9815 -1.0518 -0.7272  0.149
C -0.9257 0.1971 -0.0211  -0.057
C 1.3865 -0.1152 0.1032  -0.581
H -1.5318 1.0272 -0.2516  0.085

Computed properties:
- net charge = 0
- SMILES = CN1OC1=O
- orbital gap (eV) = 11.49



--- y ---
C2H3NO2 | the ωB97M-V functional and the def2-TZVPD basis

Last column: Löwdin charge in e.
Atoms and positions in Å:
H 0.2274 -0.1593 2.2678  0.092
C 0.0250 -0.9644 1.6857  -0.183
C -0.1747 -0.6386 0.2562  -0.095
H -0.7443 -1.3960 -0.2063  0.125
O 0.0331 -2.1521 1.9778  0.075
O 0.1445 0.4548 -0.2878  -0.071
H -0.2421 1.7912 -1.6887  -0.076
N -0.3597 0.8613 -1.7982  0.133

Computed properties:
- net charge = 0
- orbital gap (spin up / spin down) (eV) = 6.44 / 8.44



Sorted by energy, starting with the most stable: x, y, w.